Below is a 3-piece molecular cluster, C5H11N overall, with properties calculated with wB97M-V/def2-TZVPD.

```
17
Properties=species:S:1:pos:R:3:forces:R:3
C 1.500085 -0.621613 0.827783 -0.016 -0.170 0.169
C 0.250764 -1.069367 0.900099 0.142 -0.087 0.138
C -0.308129 -2.179840 0.058409 0.000 -0.053 -0.036
N -1.529785 0.615050 -0.517857 0.048 0.240 -0.428
C -1.186523 1.963166 0.086022 -0.028 0.307 0.297
C -0.960258 1.457462 -1.247381 -0.375 -0.286 0.046
H 1.510678 1.011936 -0.637538 0.048 0.117 -0.117
H 1.875278 0.152652 1.492733 -0.088 -0.124 -0.069
H 2.206501 -1.025899 0.103848 -0.108 0.033 0.094
H -0.422304 -0.641650 1.643179 0.117 -0.073 -0.092
H 0.223543 -2.266869 -0.894728 -0.018 0.008 0.142
H -1.367016 -2.017355 -0.154054 0.152 -0.008 0.029
H -0.207889 -3.135702 0.585701 -0.054 0.085 -0.055
H -0.379953 1.980345 0.821111 -0.089 -0.041 -0.172
H -2.026405 2.624420 0.288885 0.119 -0.052 -0.009
H -0.609855 1.556770 -2.266501 -0.055 -0.021 0.134
H 1.431268 1.596495 -1.089711 0.205 0.125 -0.072
```
Forces are in eV/Å.

The value obtained for the energy above the lowest of the compared OMol25 structures with the same formula, charge and spin is 4.127 eV. For the HOMO-LUMO gap, the calculation gives 10.641 eV. For the highest occupied orbital energy, the calculation gives -9.42 eV. The total energy is -6849.4020 eV. Its spin multiplicity is 1. As for the LUMO energy: 1.22 eV.

---

Below is C21H63F4KN2O36P7S4 as an isolated structure at a distorted geometry, with properties calculated with wB97M-V/def2-TZVPD.

```
138
Properties=species:S:1:pos:R:3:forces:R:3
K -14.744979 4.566981 19.822989 0.337 0.231 0.226
N -13.195677 6.638071 18.690442 -2.456 -2.416 -5.491
S -11.882280 6.812852 19.332491 5.521 1.899 9.245
O -11.072031 7.903015 18.907327 0.500 -0.939 -0.646
O -11.337193 5.581014 19.968318 -0.506 2.056 -2.142
F -12.554817 7.488756 20.650232 -0.041 -0.070 0.350
S -12.583428 5.797465 17.376727 -0.636 -1.709 -5.176
O -13.199897 4.479707 17.325130 -0.034 0.965 0.757
O -11.175206 5.792145 16.892229 -3.563 0.898 2.055
F -13.407957 6.637122 16.236629 0.979 -0.796 1.206
N -14.474446 1.819646 20.474268 1.779 0.062 0.628
S -14.766284 0.350512 20.188986 -5.449 -6.227 -1.323
O -14.674090 -0.597257 21.282733 0.617 1.527 -0.715
O -14.275198 -0.186192 18.938883 0.200 1.039 0.317
F -16.340268 0.407169 19.939090 1.147 0.632 0.128
S -12.920414 1.560658 21.004850 4.968 4.525 3.032
O -12.014886 0.804547 20.200799 -1.301 -0.433 -0.117
O -12.775926 1.470250 22.445857 -1.114 0.037 -2.570
F -12.462342 3.079241 20.592532 -0.696 -1.482 0.598
C -11.306165 1.869913 16.877688 -1.626 1.268 0.648
O -10.239851 1.017427 16.762394 1.293 -2.814 -1.811
P -10.420344 -0.248384 15.647910 -0.161 -0.486 -0.083
O -11.357346 0.086627 14.544866 1.093 -0.002 1.082
O -8.911575 -0.713093 15.263279 -1.185 0.812 1.212
C -8.771496 -1.516684 14.058545 -0.760 0.882 -0.487
O -10.915370 -1.561710 16.462790 0.781 1.141 -0.518
C -12.226715 -1.672776 17.030353 0.076 0.232 0.278
H -11.902905 2.020342 15.978034 0.289 -0.065 -0.048
H -11.060805 2.815730 17.360729 0.842 0.246 -0.542
H -11.968237 1.529324 17.673776 -0.691 -0.794 0.319
H -9.801166 -1.707108 13.755871 0.341 -0.557 -0.561
H -8.166858 -2.417968 14.159499 -0.250 0.133 0.743
H -8.287540 -0.880678 13.317349 -0.103 -0.030 -0.013
H -12.847854 -0.805286 16.807325 0.110 0.041 0.047
H -12.047987 -1.777608 18.100476 -0.398 0.032 0.034
H -12.740877 -2.555806 16.650870 0.306 -0.053 -0.101
C -10.528269 -4.099354 25.927614 -1.406 -0.603 -0.106
O -10.055636 -2.884610 25.398158 1.302 1.491 1.192
P -9.447692 -1.787848 26.410209 0.559 0.470 1.032
O -9.312471 -2.191999 27.861543 -0.478 0.712 -3.035
O -8.040563 -1.409634 25.673868 -1.634 0.069 0.470
C -6.932003 -2.323760 25.728193 0.101 0.885 -0.022
O -10.404808 -0.501775 26.161695 1.448 -0.656 -0.259
C -10.501816 0.236414 24.896017 0.379 -0.193 0.578
H -11.528195 -4.092688 25.493801 0.065 -1.287 -0.223
H -10.699848 -4.157966 27.002428 0.533 0.570 0.133
H -9.840978 -4.896048 25.642998 -0.439 -0.178 -0.250
H -6.853519 -2.881186 24.794798 -0.337 -0.356 0.190
H -6.989296 -2.917212 26.640683 0.139 -0.209 -0.230
H -6.060652 -1.669104 25.744610 0.109 -0.196 0.268
H -9.670780 0.064638 24.211931 -0.036 -0.655 0.041
H -10.391744 1.295375 25.129684 -0.542 -0.038 0.238
H -11.465885 -0.016186 24.454605 0.177 0.211 -0.062
C -20.658166 -2.109157 24.559661 -0.289 -0.253 1.922
O -20.145824 -0.921117 23.989586 0.606 1.147 -0.346
P -18.571471 -0.587828 24.008559 0.500 -2.485 -0.303
O -18.119581 0.616714 23.304318 -0.626 -0.273 0.423
O -18.133435 -0.718121 25.596325 -0.368 0.098 -2.218
C -18.822721 0.147624 26.498068 -0.457 0.241 0.588
O -18.059666 -2.002132 23.361876 0.402 1.092 1.126
C -17.754098 -2.243550 21.971408 -0.188 0.041 0.282
H -19.960979 -2.637335 25.210089 0.656 -0.104 -0.567
H -21.119920 -2.822918 23.877434 0.181 0.477 -0.348
H -21.360220 -1.786106 25.328335 -0.671 0.017 -0.396
H -18.936322 -0.401930 27.432519 -0.059 0.017 -0.081
H -19.803319 0.449814 26.130368 -0.149 -0.291 -0.090
H -18.317682 1.087157 26.722331 0.551 -0.183 -0.296
H -16.779826 -2.726778 21.898038 0.173 0.350 0.189
H -17.793577 -1.325058 21.385835 0.033 -0.115 0.058
H -18.458886 -2.981349 21.587953 -0.267 0.263 0.027
C -8.756355 -3.495600 22.521676 0.576 0.270 0.224
O -9.661341 -3.785246 21.447868 -0.763 -0.593 -0.470
P -10.858613 -4.865961 21.588789 -0.057 1.311 1.312
O -11.487152 -5.317345 20.322549 1.066 0.329 1.401
O -10.176721 -5.906590 22.631024 -1.773 -0.124 -0.184
C -9.554603 -7.167938 22.272015 1.279 1.538 -1.236
O -11.848208 -4.019289 22.593421 0.240 -1.437 -0.063
C -12.810422 -3.060827 22.079782 1.404 -0.440 -0.646
H -8.980166 -3.955198 23.484373 -0.185 -0.498 -0.424
H -8.717847 -2.436373 22.775952 -0.330 0.209 -0.603
H -7.770171 -3.775461 22.151214 0.066 -0.104 0.270
H -8.524822 -6.838793 22.133010 0.354 -0.510 -0.102
H -9.889982 -7.476073 21.281733 -0.341 -0.409 0.317
H -9.513341 -7.948467 23.031735 -0.927 0.413 0.148
H -13.714218 -3.562314 21.733694 0.030 0.063 0.147
H -12.277154 -2.606060 21.244968 -0.560 0.466 -0.247
H -12.997841 -2.298500 22.835964 -0.027 -0.346 0.088
C -7.884798 -1.467704 19.086447 -1.224 -1.846 -1.481
O -7.838326 -0.927465 20.347227 2.169 3.194 2.494
P -6.790480 0.330682 20.490315 -0.925 0.263 1.968
O -5.401858 0.113409 20.029577 -1.678 0.474 0.101
O -7.594265 1.590868 19.871414 0.003 -0.102 0.133
C -8.942657 1.903625 20.336130 -0.671 -1.475 -0.015
O -6.969798 0.631417 22.111414 0.098 -0.905 -1.199
C -6.254900 1.697147 22.712799 1.103 1.038 0.036
H -7.145144 -1.147865 18.352483 0.187 0.154 0.294
H -8.888297 -1.262794 18.713468 0.014 -0.091 -0.474
H -7.813171 -2.537118 19.284720 0.093 -0.184 -0.723
H -9.131740 2.931995 20.644030 0.757 0.023 -0.234
H -9.274498 1.221737 21.119074 0.632 0.162 0.641
H -9.694282 1.599023 19.607871 0.455 0.474 -0.821
H -5.711258 2.309895 21.993704 -0.291 0.057 -0.381
H -5.455229 1.421683 23.400366 -0.141 -0.984 -0.019
H -6.864798 2.372397 23.312940 -0.675 -0.268 -0.325
C -21.595141 -1.981628 18.138200 0.313 -0.321 -0.655
O -20.207550 -1.875333 18.613401 0.987 -0.324 -0.891
P -18.971515 -2.652871 17.873940 -0.545 -2.330 -1.505
O -19.219728 -4.093589 17.491891 0.212 2.977 0.657
O -18.567051 -1.785993 16.533964 -0.282 -0.717 1.658
C -18.034349 -0.465773 16.658120 -0.174 0.551 -0.338
O -17.742937 -2.480396 18.892317 -1.883 0.712 -0.062
C -16.472212 -3.067341 18.727331 1.450 0.572 0.204
H -21.728360 -2.712202 17.340326 0.398 -0.799 0.549
H -21.963853 -1.119112 17.583024 0.578 0.800 0.685
H -22.224528 -2.185203 19.004529 0.204 -0.036 -0.184
H -17.011014 -0.406983 16.287404 0.113 -0.409 0.161
H -18.077370 -0.067626 17.671891 -0.033 -0.148 0.057
H -18.608293 0.186831 16.000249 -0.183 -0.014 0.112
H -15.748782 -2.256432 18.811996 0.023 0.277 -0.430
H -16.288759 -3.569834 17.777622 -0.441 -0.210 0.155
H -16.181455 -3.655127 19.598006 -0.665 -0.626 -0.188
C -14.805712 6.963489 24.357498 -1.621 1.447 -1.538
O -14.446387 5.731650 24.838646 2.493 -2.211 0.211
P -13.369374 4.839117 24.012231 1.173 0.051 2.423
O -13.872662 4.263953 22.757637 -0.109 0.140 -0.131
O -12.046593 5.767315 23.866508 -2.257 -0.655 1.522
C -10.903914 5.448191 23.126916 0.900 0.029 -2.264
O -12.974914 3.789331 25.230374 0.178 1.787 -2.484
C -14.024157 3.060572 25.799414 -1.091 -1.204 0.584
H -14.896846 7.734504 25.122575 0.430 -0.249 0.182
H -15.804769 6.812915 23.948474 -0.227 0.464 -0.205
H -14.170615 7.290121 23.534061 0.156 0.277 0.154
H -10.029337 5.071677 23.657445 -0.570 -0.302 0.646
H -10.544698 6.334123 22.603296 -0.237 0.396 0.345
H -11.165415 4.824501 22.272093 0.053 -0.483 0.253
H -13.590911 2.300220 26.449240 0.096 0.327 0.229
H -14.627087 2.484447 25.097525 0.157 0.137 -0.564
H -14.731861 3.695415 26.332539 0.267 0.114 0.245
```
Forces are in eV/Å.

For the HOMO-LUMO gap (alpha / beta), the calculation gives 9.605 / 3.062 eV. For the highest occupied orbital energy (alpha / beta), the calculation gives -10.60 / -10.42 eV. The total energy is -235053.4035 eV. Its spin multiplicity is 2. As for the LUMO energy (alpha / beta): -0.99 / -7.35 eV.

---

Look up the spin multiplicity of the second one.
2